Here is a 9-piece molecular cluster, C36H99N9O9 overall in a non-equilibrium geometry from the OMol25 dataset. Energies are from wB97M-V/def2-TZVPD.

Its net charge is 0. As for the structure (SMILES): COC[C@H](C)N.COC[C@H](C)N.COC[C@H](C)N.COC[C@H](C)N.COC[C@H](C)N.COC[C@H](C)N.COC[C@H](C)N.COC[C@H](C)N.COC[C@H](C)N. As for the relative energy (zero: lowest compared OMol25 entry of this formula, charge and spin): 94.62 kcal per mole. The value obtained for the maximum force is 2.95 eV/Å. As for the orbital gap: 0.325 Eh.

```
153
Properties=species:S:1:pos:R:3:forces:R:3
O 22.1312 13.3825 12.3000 -1.3604 -0.4153 1.1395
O 17.4960 20.4410 16.0997 -0.2843 1.7773 -1.0081
O 13.9840 12.6970 15.0611 -1.2086 -0.7273 0.0514
O 13.2184 14.1659 6.9961 -0.0692 0.5174 0.7745
O 12.4526 18.6118 10.5561 0.1338 1.6420 -0.8903
O 16.7928 11.1389 11.8296 1.9095 -0.7870 0.6862
O 17.8623 17.6170 9.7026 0.3970 1.1720 0.2160
O 9.6260 14.0920 12.6291 -0.6952 0.2520 -0.5261
O 15.2429 16.5927 12.5451 0.5556 -0.0734 1.6213
N 13.5837 9.0233 15.2907 1.3745 -0.8041 0.2896
N 19.2808 23.6303 16.7087 -0.0961 0.6825 -0.0468
N 10.0294 12.2728 7.8705 0.6573 0.4924 0.1822
N 20.4584 13.8985 14.5545 -0.3203 -1.3306 -0.9892
N 8.7617 14.7771 9.0032 0.3474 -0.0278 0.9610
N 16.3403 8.6270 10.3635 -1.0037 0.3104 0.2496
N 12.5865 18.6095 7.5255 0.9900 -0.1436 0.4675
N 14.8623 12.9359 12.2614 -0.2436 0.0278 -1.2565
N 18.5690 16.4330 6.2104 -0.4908 0.8252 -0.5027
C 12.3285 19.7609 8.3646 -2.3725 -0.1027 -0.2556
C 11.4883 12.5029 7.9027 1.1360 0.0133 -1.0813
C 18.5032 22.7681 15.8289 0.2522 -2.1292 0.6023
C 20.1894 14.4590 13.2171 -1.0677 1.3700 1.7473
C 18.5826 21.3171 16.4481 -0.2046 -0.3999 -0.3996
C 17.6464 10.6426 10.7740 -2.3828 0.8110 -1.5311
C 13.5930 10.2879 14.6050 -1.3914 1.2089 1.6305
C 11.0227 14.1533 12.7705 -0.0400 -0.5146 -0.1083
C 13.8156 11.3954 15.6781 0.8998 0.3356 -1.4410
C 17.4879 11.1078 13.0978 -0.0054 -0.3241 -0.3647
C 11.8347 13.8543 7.1409 0.1347 -0.9374 0.4696
C 9.1563 13.8480 11.2955 -1.2651 0.0111 0.4351
C 16.5966 14.4035 11.2530 0.2131 -0.3753 -0.1398
C 12.9104 19.7601 9.7786 -0.3515 -0.6417 -0.4721
C 21.4698 14.6016 12.4446 0.9386 1.2922 0.1045
C 10.8039 19.7658 8.4945 -0.8748 0.6512 -0.1377
C 15.2637 10.6275 9.3869 0.1357 -0.4703 0.7406
C 19.5761 15.8442 13.5464 0.4496 -0.2087 -0.5495
C 19.0179 22.8540 14.3922 -0.4018 0.6986 -0.6210
C 12.2126 10.4128 13.9464 1.2480 1.2484 -1.2584
C 13.7828 14.5946 8.2514 -0.1104 -1.8707 0.1489
C 9.4419 14.9947 10.3111 -0.2170 -0.4789 0.0666
C 23.0984 13.3028 11.3387 0.7340 -1.0623 -0.7371
C 18.2457 17.8345 8.3352 -1.0563 -1.6480 -0.5393
C 18.5589 16.4595 7.6562 0.6221 -0.8115 1.3257
C 19.8977 15.9373 8.2244 -0.9818 0.4427 0.3834
C 17.2112 18.8153 10.2160 0.1962 -1.0008 -0.1070
C 15.6537 16.8935 13.9066 -0.9328 0.0868 -0.9928
C 14.5900 15.3319 12.4458 0.6071 0.1865 -1.3153
C 9.0584 16.3989 10.8233 0.7534 -0.7447 -0.0403
C 16.6356 9.9408 9.7767 0.7461 -0.6291 -0.2166
C 12.1967 11.2523 7.3441 0.5585 0.3244 0.1645
C 15.6070 14.1907 12.3940 -0.9413 -0.0618 0.8445
C 13.1199 18.6648 11.8033 0.2048 -0.7726 -0.3693
C 14.4216 13.6778 15.9710 0.4430 -0.2905 0.0588
C 17.7384 19.1050 16.3225 0.4966 -0.7354 0.9986
H 18.7631 15.5116 5.8452 0.5344 -0.2280 0.3588
H 23.4098 12.2593 11.3863 0.0654 -0.0984 -0.4661
H 20.5754 16.7840 8.3331 0.3607 -0.2666 -0.0759
H 18.5674 18.6947 15.7458 0.0779 0.0162 -0.4990
H 15.5039 13.5878 16.0636 0.2922 0.2034 0.1447
H 14.8267 14.8963 8.1658 -0.2850 0.4055 -0.4927
H 8.0069 16.4881 11.0963 -0.0278 -0.1280 -0.2904
H 12.8649 17.7525 12.3426 0.0039 0.0970 0.0335
H 17.1846 9.6428 8.8835 0.1403 0.6981 -0.3695
H 18.5589 22.2601 13.6018 -0.2812 -0.4964 0.4400
H 17.3055 18.1911 7.9146 0.3466 0.6619 -0.8498
H 14.6552 10.7921 10.2761 0.2067 0.1091 0.3188
H 9.6459 16.6937 11.6928 0.0682 -0.0695 0.0086
H 16.2228 18.9403 9.7739 -0.1096 -0.1086 -0.3075
H 19.1044 16.2205 12.6387 0.4332 0.7965 0.0735
H 14.1847 18.6408 11.5717 0.2098 0.0588 0.5319
H 20.2751 23.4895 16.6005 0.2882 -0.6071 0.0245
H 12.8704 19.5356 12.4097 -0.1506 0.2074 -0.0884
H 11.8805 11.0398 6.3229 -0.2012 -0.1574 0.0361
H 20.0966 22.7474 14.2772 0.0992 -0.2474 0.4267
H 11.2441 14.3206 13.8246 -0.0488 0.1944 -0.0413
H 11.4463 13.8250 6.1229 -0.2052 0.0356 0.0252
H 13.2864 11.2754 7.3278 0.1005 0.6103 -0.0859
H 18.4725 11.5581 12.9717 0.0368 0.1057 0.2437
H 10.2670 19.8574 7.5503 0.4756 -0.4386 -0.4126
H 10.5224 14.8792 10.2250 0.4981 0.7795 -0.4451
H 18.0301 18.9499 17.3612 0.0572 -0.1149 0.4309
H 21.0661 13.1143 14.3651 0.2268 -0.4012 0.5324
H 16.2041 17.8343 13.8946 -0.0196 -0.0831 -0.0935
H 17.0428 18.6957 11.2862 0.2873 -0.1535 -0.0455
H 8.0826 13.6642 11.3330 -0.3657 0.6625 0.5459
H 20.3446 15.1059 7.6793 -0.0614 0.1605 -0.1569
H 22.6736 13.5260 10.3600 0.2317 0.1104 -0.2883
H 14.0058 13.5339 16.9683 -0.2674 0.0705 0.0562
H 11.4564 13.1882 12.5084 0.2794 -0.1369 -0.1897
H 18.4366 9.9853 11.1368 -0.2964 -0.3308 0.0590
H 19.1884 24.5502 16.3021 -0.2102 0.5338 0.2693
H 17.7801 19.7231 10.0150 0.2551 -0.0553 0.0325
H 14.7280 17.0186 14.4682 -0.0162 0.1815 0.4022
H 20.9957 14.5502 15.1082 0.0883 0.2485 -0.0519
H 17.4502 13.7297 11.3282 -0.1006 -0.3430 -0.0085
H 9.3274 17.0644 10.0030 -0.2889 0.3377 0.1306
H 17.0492 15.3886 11.1405 -0.4114 0.2612 0.4721
H 13.8181 13.6997 8.8727 0.2140 -0.1600 0.4020
H 9.8448 11.3493 8.2355 -0.0721 -0.1113 0.2629
H 16.0856 14.2032 10.3113 -0.0716 -0.1728 -0.1224
H 12.0177 10.4115 8.0143 -0.5060 -0.1870 -0.1589
H 18.1321 11.4307 10.1985 0.1135 0.6560 0.4372
H 21.4102 15.1706 11.5168 -0.5518 -0.3433 -0.5853
H 11.4868 14.9155 12.1446 0.0476 0.2010 0.0734
H 15.9247 8.8983 11.2432 -0.3875 -0.5346 0.5296
H 9.7623 12.2115 6.8984 -0.1545 0.0823 -0.2974
H 12.0567 11.4446 13.6315 -0.2604 0.0825 -0.0424
H 19.4393 13.9183 12.6400 0.0950 -0.6125 0.2865
H 14.3239 12.6159 13.0537 0.2054 0.7158 0.3185
H 17.6245 16.5647 5.8776 -0.2672 0.5039 -0.1332
H 19.5954 15.5832 9.2099 0.5929 -0.0451 0.2635
H 13.9988 19.7328 9.7272 0.2582 0.0574 0.1661
H 12.2794 9.8290 13.0284 -0.5941 -0.2586 0.0353
H 16.0889 14.1833 13.3716 0.6816 0.2075 0.1473
H 12.6920 8.8339 15.7253 -0.0391 -0.0743 -0.1285
H 17.2122 8.1834 10.6146 0.1541 -0.1638 -0.0763
H 14.0933 15.3817 11.4768 -0.1320 -0.1548 -0.1902
H 10.3640 20.6158 9.0162 0.4022 0.0087 0.6751
H 16.8401 18.5048 16.1780 -0.0606 0.2721 -0.2984
H 15.4816 12.1844 11.9931 -0.1761 0.2546 -0.1410
H 10.4865 18.8403 8.9749 -0.0876 0.0952 0.1069
H 9.1328 13.9292 8.5988 -0.1413 -0.5910 -0.0123
H 16.2442 16.1248 14.4051 0.1660 -0.1860 -0.3048
H 17.8114 15.7780 8.0621 -0.4310 -0.0860 0.0221
H 12.6114 20.5956 7.7233 0.4003 0.5403 0.7213
H 17.5957 10.0775 13.4367 0.2443 -0.2744 -0.2105
H 22.1216 15.2467 13.0338 0.1900 0.3266 0.4506
H 19.1233 18.4653 8.1939 -0.2304 0.5258 0.2095
H 13.1696 15.2695 8.8485 -0.1166 0.6250 -0.5001
H 12.5729 20.6959 10.2240 0.1547 0.0600 0.4542
H 14.7890 11.1978 16.1272 -0.2336 -0.3962 0.6842
H 13.7942 15.1478 13.1675 0.1111 0.1936 0.5466
H 14.4720 10.3112 13.9608 -0.3197 0.0655 -0.4784
H 9.4288 12.8412 10.9791 1.1184 0.0373 -0.4946
H 17.4710 23.1107 15.9004 -0.0677 -0.1150 -0.1438
H 13.5959 18.5778 7.5312 0.4467 -0.7019 -0.5075
H 11.3743 14.6438 7.7350 -0.3706 0.2168 -0.2139
H 11.3922 10.1146 14.5991 0.2064 -0.1261 -0.0068
H 13.7653 8.3425 14.5671 -0.2002 -0.5748 0.3555
H 16.9495 11.5814 13.9188 -0.3349 0.5188 -0.5341
H 19.5093 20.8547 16.1082 0.3296 -0.0612 -0.2818
H 24.0207 13.8567 11.5139 -0.1035 0.6470 0.1782
H 12.2832 17.8191 8.0763 0.0197 -0.5731 -0.0732
H 14.6383 9.9495 8.8062 0.4894 -0.4794 -0.0990
H 15.1883 11.5621 8.8311 0.9815 0.1605 0.0948
H 12.9707 11.3951 16.3667 0.1097 0.0987 0.3437
H 14.1773 14.6734 15.6008 -0.1001 -0.1185 -0.0751
H 18.8030 23.8727 14.0693 0.0962 0.2657 -0.0887
H 20.3964 16.3968 14.0045 0.2106 0.8093 -0.7850
H 9.0936 15.4810 8.3595 -0.1052 0.4862 -0.0094
H 18.6521 21.2982 17.5357 -0.0912 0.6317 0.1926
H 18.8476 15.9476 14.3505 -0.3729 -1.1199 -0.1150
H 11.8758 12.6507 8.9108 -0.5410 -0.0660 0.3499
```
Forces are in eV/Å.

These are the Löwdin partial charges, in e, on atoms 1 to 4:
1. O -0.1805
2. O -0.1862
3. O -0.2452
4. O -0.1806